(1)
Here is a structure of composition C35H36N2OP2Pd at a distorted geometry from the Open Molecules 2025 dataset. Energies are from the ωB97M-V functional and the def2-TZVPD basis.

```
77
Properties=species:S:1:pos:R:3:forces:R:3:mulliken_charge:R:1
Pd -0.525 -0.736 -0.456 0.3 -0.8 1.2 -0.0259
C 0.619 -1.758 3.071 0.0 0.0 -0.1 -0.2695
C 0.272 -0.307 2.701 -0.3 -0.1 0.1 -1.4506
P -1.310 -0.178 1.774 1.5 0.3 -0.4 1.7982
C -2.612 -0.660 2.930 -0.1 -0.3 -0.6 0.8124
C -3.928 -0.589 2.468 0.1 0.0 0.0 -0.4258
C -4.983 -0.813 3.333 -0.1 0.0 0.0 -0.8812
C -4.732 -1.119 4.665 0.1 0.0 0.0 -0.5996
C -3.426 -1.196 5.126 0.0 0.0 0.1 -0.8584
C -2.362 -0.973 4.265 0.0 0.0 0.0 -0.4741
C -1.586 1.602 1.539 0.0 -0.3 -0.4 0.6930
C -2.191 2.368 2.535 0.0 0.0 0.0 -0.5853
C -2.385 3.724 2.330 0.0 0.0 0.0 -0.7735
C -1.979 4.317 1.142 0.0 0.1 -0.1 -0.5246
C -1.368 3.563 0.152 0.0 0.0 0.0 -0.9158
C -1.179 2.205 0.347 0.0 -0.1 0.1 -0.4634
C 1.401 -2.493 1.984 -0.3 0.1 -0.2 -1.2723
P 0.545 -2.633 0.374 -0.3 0.5 0.6 1.2286
C -0.780 -3.849 0.529 0.0 0.1 -0.2 0.9471
C -1.101 -4.519 1.706 0.1 0.1 0.0 -0.4182
C -2.119 -5.461 1.705 0.0 0.0 0.1 -0.8830
C -2.817 -5.738 0.539 0.0 0.0 0.0 -0.6006
C -2.503 -5.069 -0.639 0.0 0.0 0.0 -0.8392
C -1.492 -4.126 -0.643 0.0 0.0 0.1 -0.4022
C 1.784 -3.377 -0.708 -0.3 0.5 -0.3 0.9640
C 2.541 -2.563 -1.550 0.0 0.0 0.1 -0.5104
C 3.521 -3.131 -2.349 0.0 0.0 0.0 -0.7062
C 3.730 -4.502 -2.313 0.0 0.0 -0.1 -0.6037
C 2.976 -5.310 -1.470 0.0 0.0 0.0 -0.6893
C 1.997 -4.753 -0.664 -0.1 0.0 0.0 -0.6809
H -0.290 -2.322 3.285 0.0 0.0 0.1 0.0836
H 1.222 -1.757 3.979 0.0 0.0 0.0 0.3933
H 1.044 0.125 2.061 0.0 0.1 0.0 0.5243
H 0.201 0.328 3.586 -0.1 0.0 0.0 0.5891
H -4.123 -0.326 1.434 -0.1 0.0 0.1 0.3333
H -6.001 -0.741 2.975 0.0 0.0 0.0 0.4544
H -5.555 -1.289 5.346 0.0 0.0 0.0 0.4276
H -3.227 -1.423 6.165 0.0 0.0 0.0 0.4583
H -1.357 -1.016 4.657 0.0 0.0 0.0 0.2945
H -2.500 1.910 3.466 -0.1 0.0 0.0 0.4530
H -2.857 4.321 3.098 0.0 0.0 0.0 0.4438
H -2.143 5.375 0.984 0.0 0.0 0.0 0.4167
H -1.040 4.034 -0.765 0.0 0.0 0.0 0.4720
H -0.691 1.620 -0.426 0.1 0.1 -0.1 0.5713
H 1.619 -3.517 2.298 0.1 0.0 0.0 0.6259
H 2.354 -1.999 1.785 0.0 0.0 0.0 0.5520
H -0.555 -4.325 2.622 0.0 -0.1 0.0 0.3547
H -2.360 -5.989 2.618 0.0 0.0 0.0 0.4832
H -3.599 -6.485 0.544 0.0 0.0 0.0 0.4325
H -3.041 -5.293 -1.550 0.0 0.0 0.0 0.4870
H -1.235 -3.608 -1.558 0.0 0.0 -0.1 0.1843
H 2.367 -1.492 -1.560 0.1 0.0 0.0 0.4138
H 4.126 -2.507 -2.993 0.0 0.0 0.0 0.4571
H 4.484 -4.946 -2.949 0.0 0.0 0.0 0.4189
H 3.146 -6.378 -1.440 0.0 0.0 0.0 0.4431
H 1.405 -5.378 -0.007 0.0 0.0 -0.1 0.4325
C 2.056 1.556 -3.643 0.0 0.0 0.1 -1.4605
C 1.062 0.567 -3.114 -0.2 0.0 -0.2 0.4167
O 0.922 0.383 -1.895 -0.1 -0.4 0.2 -0.4486
N 0.350 -0.117 -4.028 0.1 0.0 0.1 0.1010
C -0.510 -1.236 -3.688 -0.2 0.1 0.2 -0.2805
C -1.913 -0.853 -3.266 -0.2 0.0 -0.1 0.6190
C -2.886 -0.517 -4.197 0.1 -0.1 0.0 -0.9880
C -4.178 -0.267 -3.764 0.0 0.0 0.0 -0.4932
C -4.471 -0.376 -2.412 0.0 0.0 0.0 -0.7309
C -3.446 -0.698 -1.543 -0.1 0.0 -0.2 -0.7173
N -2.192 -0.914 -1.957 -0.2 0.3 -0.1 0.8083
H 2.500 2.100 -2.815 0.0 0.0 0.0 0.3637
H 1.585 2.260 -4.330 0.0 0.0 0.0 0.4319
H 2.845 1.029 -4.181 0.0 0.0 0.0 0.3531
H 0.479 0.103 -5.002 0.1 0.0 0.0 0.2903
H -0.047 -1.791 -2.868 0.1 -0.1 -0.1 -0.6511
H -0.561 -1.893 -4.554 0.0 0.0 0.0 0.6465
H -2.634 -0.472 -5.248 0.0 0.0 0.0 0.5095
H -4.952 -0.011 -4.475 0.0 0.0 0.0 0.4415
H -5.475 -0.215 -2.047 0.0 0.0 0.0 0.4846
H -3.617 -0.816 -0.481 0.0 0.0 -0.1 0.5139
```
Forces are in eV/Å.

Output
- HOMO (alpha / beta) (eV) = -13.925 / -13.925
- orbital gap (alpha / beta) (hartree) = 0.2410 / 0.2410
- net charge = +2
- ΔE to the lowest compared entry with this formula, charge and spin (eV) = 1.555


(2)
Here is a cluster of 2 separate species, C5H8N in total at a distorted geometry from the Open Molecules 2025 dataset. Energies are from the ωB97M-V functional and the def2-TZVPD basis.

```
14
Properties=species:S:1:pos:R:3:forces:R:3:mulliken_charge:R:1
C -0.658 2.138 -0.189 2.9 0.4 -1.6 -0.6736
C 1.273 -0.223 0.079 0.8 -0.1 -0.8 -0.1891
C -1.252 -0.176 0.478 1.2 3.4 -1.3 -0.2024
C -0.465 0.850 -0.148 -0.1 -2.4 2.5 0.4219
C -1.576 -1.396 -0.136 -1.6 -5.6 -0.7 -0.6955
N 2.508 -0.538 -0.273 -2.3 0.9 0.7 -0.2253
H 0.014 2.923 -0.515 0.6 -0.3 0.4 0.3016
H -1.617 2.439 -0.292 -3.3 0.9 0.3 0.3386
H 0.901 -0.582 1.037 0.9 -0.7 0.0 0.3257
H -1.526 -0.111 1.495 -0.4 0.6 1.0 0.4249
H -2.090 -2.221 0.478 1.0 1.5 -0.6 0.2729
H 2.966 -0.158 -1.081 -0.2 0.2 -0.6 0.2699
H -1.559 -1.758 -1.173 0.3 1.2 0.3 0.3502
H 3.083 -1.189 0.239 0.1 -0.1 0.6 0.2802
```
Forces are in eV/Å.

Output
- HOMO (alpha / beta) (eV) = -11.072 / -14.840
- orbital gap (alpha / beta) (hartree) = 0.2353 / 0.2775
- net charge = +1
- multiplicity = 3
- ΔE to the lowest compared entry with this formula, charge and spin (eV) = 4.823


(3)
Here is the molecule C4H7N3O at a distorted geometry from the Open Molecules 2025 dataset. Energies are from the ωB97M-V functional and the def2-TZVPD basis.

```
15
Properties=species:S:1:pos:R:3:forces:R:3:mulliken_charge:R:1
C -0.357 -0.465 -1.712 -0.9 -3.6 -0.4 -0.5778
C -0.158 0.693 -1.335 0.3 3.3 3.5 0.3579
C -0.557 -1.631 -0.777 0.0 2.1 1.1 0.4346
C 0.430 0.310 1.937 -0.6 0.6 -0.5 -0.5504
N -0.514 -1.279 0.531 0.4 -1.0 -1.0 0.2161
N -0.614 -0.030 0.934 0.1 3.4 0.0 -0.7544
N 0.321 1.884 -1.238 -0.9 2.2 -0.7 -0.3464
O -0.798 -2.709 -1.197 -0.5 -3.3 -1.2 -0.6283
H -0.358 -0.704 -2.737 0.1 -0.5 -1.2 0.4381
H 0.565 -0.572 2.621 0.4 0.8 -0.5 0.3009
H 1.345 0.603 1.347 -0.1 -0.5 1.0 0.1351
H 0.131 1.222 2.569 0.2 -1.4 -1.0 0.1989
H -0.417 -1.993 1.218 0.0 -0.9 0.3 0.2572
H 1.196 1.879 -0.745 0.3 0.8 0.2 0.2577
H -0.215 2.792 -1.415 1.1 -2.1 0.5 0.2608
```
Forces are in eV/Å.

Output
- HOMO (alpha / beta) (eV) = -6.602 / -6.571
- orbital gap (alpha / beta) (hartree) = 0.2550 / 0.2538
- net charge = 0
- ΔE to the lowest compared entry with this formula, charge and spin (eV) = 5.479


(4)
Here is a cluster of 2 separate species, C4H11NO2 in total at a distorted geometry from the Open Molecules 2025 dataset. Energies are from the ωB97M-V functional and the def2-TZVPD basis.

```
18
Properties=species:S:1:pos:R:3:forces:R:3:mulliken_charge:R:1
C -0.310 2.216 1.237 -1.5 -2.4 1.1 -1.0993
C -0.616 0.672 1.601 3.5 1.5 -1.0 -0.4831
N 0.000 -0.178 0.551 -0.1 -0.9 0.9 0.1571
C 1.296 0.175 0.008 0.3 -0.2 -1.1 -0.9756
C -0.273 -1.521 0.611 -1.4 0.3 -2.4 0.0479
O 0.260 -2.376 -0.076 0.5 0.0 0.9 -0.5484
H -0.460 2.336 0.180 -0.3 0.7 -0.3 0.2831
H 0.709 2.368 1.525 0.7 0.3 -0.2 0.3278
H -0.924 2.802 1.925 -0.1 0.3 -0.6 0.3606
H -1.630 0.362 1.793 -0.2 0.1 0.2 0.4244
H 0.131 0.562 2.399 -1.2 -0.4 1.0 0.3284
H 2.138 0.243 0.722 -0.6 0.5 0.2 0.3028
H 1.149 1.059 -0.635 0.6 -0.3 0.5 0.2894
H 1.625 -0.661 -0.635 -0.5 0.4 0.1 0.3335
H -1.289 -1.707 1.002 0.3 -0.1 0.8 0.2480
O -0.391 0.440 -3.136 0.1 0.1 0.0 -0.6057
H -1.282 0.100 -3.218 -0.2 -0.1 0.1 0.3047
H 0.108 -0.053 -3.792 0.1 0.0 0.0 0.3045
```
Forces are in eV/Å.

Output
- HOMO (eV) = -9.106
- SMILES = CCN(C)C=O.O
- orbital gap (hartree) = 0.3637
- net charge = 0
- ΔE to the lowest compared entry with this formula, charge and spin (eV) = 1.589


Question: net charge of number 4 (C4H11NO2)?
Answer: 0


Question: Which of these has the highest ΔE to the lowest compared entry with this formula, charge and spin?
Answer: C4H7N3O